No. 1
48
Properties=species:S:1:pos:R:3:forces:R:3:mulliken_charge:R:1 method="wB97M-V/def2-TZVPD" homo_lumo_gap_ev=8.9 smiles="CCC(=O)Nc1ccc(S(=O)(=O)c2ccc(NC(=O)[C@@H](I)CC)cc2)cc1" e_lumo_ev=-0.133 largest_force_ev_per_a=5.2
C -2.7962 0.1793 -0.0087 0.452 0.355 -0.699 -0.530
I 7.2061 -0.0873 2.7909 0.440 0.238 0.355 0.161
C 4.8583 -2.6861 1.6286 0.464 -1.603 -1.413 -1.099
C 2.0014 3.0783 1.1569 -1.289 -0.352 -2.321 -0.460
H 4.8001 1.7566 0.0959 1.518 -0.394 -1.000 0.266
H 3.2863 1.8123 -1.7620 0.719 -0.506 -0.284 0.380
C 1.3955 2.6821 -1.5846 -0.098 0.028 -0.931 -0.390
C 4.5034 -1.4096 2.3893 0.429 -0.381 2.120 -0.479
H -2.7527 -0.4186 0.8608 -0.366 -0.491 0.820 0.481
C 5.2706 -0.1714 2.0235 -0.082 1.763 -4.280 -0.482
H 4.4306 -2.7001 0.5620 0.684 0.474 1.364 0.287
H -3.8736 -4.9488 -0.9204 -0.011 0.427 0.680 0.376
H -5.7443 -3.6065 0.9224 0.246 -0.907 -0.910 0.268
H -0.0007 4.0068 1.2540 0.768 -0.161 -0.573 0.451
C 0.7744 3.5572 0.5989 0.418 -1.561 -0.212 -0.290
C -4.5318 -4.0731 -0.9221 -0.488 1.535 0.174 -0.605
H 1.1772 2.6825 -2.6779 0.252 -0.346 1.003 0.418
H -2.1545 1.8535 -3.3789 -0.297 0.350 -0.005 0.456
H 4.4343 -3.6727 2.0264 0.492 1.651 0.069 0.335
H -3.7780 0.0378 -3.2899 -0.147 -0.697 -0.922 0.368
C -2.0021 1.9917 -1.3113 1.889 2.053 3.526 0.007
S -1.1622 3.6525 -1.2951 -0.889 -1.026 -5.052 1.333
O -2.9906 -2.9006 0.4515 0.074 1.374 -1.312 -0.569
C -3.7261 -2.7453 -0.5117 -1.519 -1.764 0.943 0.421
C -2.0981 1.3773 -0.0632 0.322 -0.210 -0.355 -0.510
O -1.1546 4.0481 -2.7119 0.935 -1.016 1.027 -0.739
H 2.0371 3.2193 2.2045 0.978 -0.129 0.806 0.429
H -6.0199 -5.2132 0.2067 -0.513 -0.619 0.001 0.311
C 2.9030 2.3467 0.3136 -1.042 0.686 0.874 0.346
C -5.8391 -4.1927 -0.0453 1.862 1.641 1.239 -0.987
H -4.9001 -4.0426 -1.9288 -0.003 0.299 -0.858 0.323
H 4.7200 -1.4455 3.4794 -0.677 -0.843 -0.437 0.357
H -1.5061 1.7388 0.7977 -0.737 -0.089 -0.460 0.311
C -3.4098 -0.3016 -1.1590 -0.547 -0.863 -1.136 0.409
H -4.9381 -1.6515 -1.8084 1.640 0.193 1.092 0.282
O -1.8231 4.6214 -0.5102 -0.394 0.299 2.473 -0.702
O 3.5386 1.1137 2.9291 1.148 1.927 -1.433 -0.577
C 2.5973 2.2198 -1.0663 -0.521 0.804 1.004 -0.716
N -4.1668 -1.5311 -1.0969 -0.235 -0.884 -0.813 -0.174
H -6.6521 -3.6816 -0.5245 -0.575 -0.272 -0.503 0.314
C -2.4446 1.4101 -2.4328 0.583 1.914 -2.914 -0.162
C -3.2241 0.3273 -2.4409 -1.191 -1.928 3.423 -0.733
N 4.1057 1.7259 0.7771 -1.141 0.996 0.782 -0.138
H 3.4657 -1.2008 2.2707 -0.853 0.129 0.027 0.396
C 0.4510 3.2338 -0.7434 0.316 1.411 1.967 -0.172
H 5.3969 -0.2919 0.9289 0.692 0.036 0.316 0.323
C 4.3595 1.1573 1.9973 -2.475 -3.850 2.550 0.445
H 5.9762 -2.8573 1.5283 -1.230 0.310 0.186 0.260

---

No. 2
47
Properties=species:S:1:pos:R:3:forces:R:3:lowdin_spin:R:1 method="wB97M-V/def2-TZVPD" homo_lumo_gap_ev="4.4 / 6.6" total_charge=-1 e_lumo_ev="2.853 / 2.160" multiplicity=5 largest_force_ev_per_a=1.8
H -0.0086 -4.9288 -2.0764 0.036 -0.100 0.123 0.004
C 0.1964 -1.0712 3.8502 -0.053 0.154 0.762 0.012
C 0.2188 -1.0019 2.4095 0.208 -1.324 -1.268 0.117
H 0.2216 3.7743 1.3592 0.092 0.038 0.088 0.001
H 0.7000 3.5894 -2.3769 0.049 0.005 -0.099 0.001
N 0.3165 -1.8273 0.3474 0.105 0.399 0.862 0.148
H -2.1527 4.2446 -1.5038 -0.065 0.058 -0.026 0.005
H 0.6891 -3.1341 6.5049 -0.029 -0.055 -0.051 -0.001
C 0.3743 -4.0560 -3.9847 -0.003 -0.151 0.189 0.012
C -0.0066 -1.1151 6.6437 -0.006 0.086 -0.048 0.046
C -0.7005 3.8141 0.7850 0.142 -0.383 -0.240 0.043
O 0.0690 0.1997 1.8448 -0.088 0.915 -0.661 0.129
H 0.7835 -2.8847 -5.7488 -0.002 -0.021 -0.149 0.010
C 0.5221 -2.2318 4.5755 -0.016 0.233 -0.433 0.034
C -0.1774 0.0778 4.5713 0.098 -0.132 -0.559 0.036
H 1.1013 1.1431 -3.7524 -0.098 0.001 -0.068 0.001
C 0.5464 4.0271 -1.3927 -0.193 -0.270 0.201 0.035
H -1.7218 2.7311 -2.3342 -0.023 -0.022 -0.112 0.001
H -0.5945 0.9402 6.4798 -0.023 0.027 -0.026 -0.001
C 0.4232 -2.2428 5.9489 -0.061 0.038 0.335 0.000
H 0.3290 -4.9990 -4.5116 0.002 -0.093 -0.011 -0.003
N -0.0168 1.8718 -0.5073 0.236 -0.133 0.120 0.977
H 0.1860 5.0489 -1.5026 -0.007 0.107 -0.028 0.004
H -1.4618 3.2521 1.3206 -0.068 -0.017 0.111 0.000
C 0.6224 -2.8943 -4.6829 -0.074 0.450 0.098 0.122
H 0.1113 -3.8453 -0.0217 0.061 0.130 0.039 0.017
H -2.5797 2.6721 -0.7902 -0.106 -0.049 0.000 0.000
C 0.4259 0.7044 -4.4906 -0.084 0.383 0.003 0.001
H -0.1144 -1.1413 7.7193 0.055 -0.010 0.070 0.004
C 0.6175 -1.6568 -4.0192 -0.127 -0.265 0.230 0.023
C -1.8311 3.2125 -1.3651 0.324 -0.145 0.173 0.038
C 0.2189 -2.8657 -0.4817 -0.102 -1.057 -0.616 0.305
N 0.3378 -2.0830 1.6735 -0.110 0.108 1.036 -0.051
C -0.4808 3.1751 -0.6074 -0.421 1.262 -0.280 0.124
H 1.4947 4.0333 -0.8603 0.110 0.024 0.010 0.001
H -0.3763 0.9809 4.0138 -0.064 0.036 -0.021 0.003
H -1.0197 4.8506 0.6732 -0.021 0.043 0.012 0.006
C 0.4309 -1.5778 -2.6266 0.015 -1.321 -0.691 0.071
H 0.8639 -3.1029 4.0371 -0.038 -0.064 -0.068 0.002
O 0.8247 -0.5915 -4.8681 0.184 -0.244 0.159 -0.005
C 0.2682 -2.8076 -1.8931 0.030 0.377 -0.108 0.039
Ir 0.1849 0.0731 -0.1374 0.043 -0.329 -0.290 1.435
H -0.5870 0.7131 -4.0806 0.031 0.016 -0.013 0.000
C -0.2901 0.0513 5.9405 0.036 -0.202 0.518 -0.001
H 0.4499 1.2876 -5.4149 -0.009 0.021 0.078 0.000
C 0.1872 -4.0142 -2.6168 0.044 -0.098 -0.169 0.105
O 0.4047 -0.3948 -2.0504 -0.011 1.576 0.818 0.151

---

No. 3
46
Properties=species:S:1:pos:R:3:forces:R:3:mulliken_charge:R:1 method="wB97M-V/def2-TZVPD" homo_lumo_gap_ev=6.8 total_charge=+2 e_lumo_ev=-7.731 largest_force_ev_per_a=0.4
H -2.7704 -4.1406 -2.2767 -0.006 0.029 -0.005 0.508
H -1.1708 3.8030 -2.6216 0.008 0.003 0.002 0.474
C -0.6233 4.6020 -0.7162 0.016 -0.012 0.119 -0.621
H -0.2443 -1.7101 5.0355 0.010 -0.007 0.001 0.428
C 1.9513 1.0321 0.1581 0.031 -0.028 -0.016 -0.090
H -1.3661 1.1594 0.8414 -0.304 0.142 -0.083 0.094
C -0.5930 -1.8599 4.0140 -0.036 -0.022 -0.062 -1.205
H -0.4742 2.8530 2.1722 0.016 -0.014 -0.008 0.531
C 3.6189 0.8986 -1.5443 0.009 -0.003 -0.006 -0.175
C -1.8424 -2.3790 -1.3369 -0.117 -0.050 -0.116 0.004
N -1.0204 -2.2437 -0.2161 0.238 -0.135 0.058 0.265
H 1.8781 -2.6278 4.0126 0.006 0.007 0.004 0.225
H 1.5723 1.3997 1.0984 -0.006 -0.005 0.005 0.605
H 3.7959 2.0874 0.2479 -0.004 0.000 0.001 0.458
C -2.1212 -1.1674 -2.0162 0.118 0.013 -0.046 0.076
C -1.0131 2.0513 0.2499 0.306 0.092 0.299 -0.276
C 2.7987 0.0185 -2.2355 0.024 0.011 -0.001 -0.902
O 0.2803 -0.7329 2.0737 0.378 0.040 -0.065 -0.675
C -0.4052 4.3447 0.6365 -0.020 0.042 -0.097 -0.592
N 1.1582 0.1912 -0.5273 0.077 -0.027 -0.024 0.027
Ir -0.6023 -0.3999 0.1956 -0.258 -0.080 0.203 1.145
H -1.4686 -1.2435 3.8359 0.004 0.004 0.004 0.314
C 0.4821 -1.5184 3.0301 -0.168 -0.045 0.073 0.554
H -0.1183 -3.6629 1.1047 0.012 -0.007 -0.004 0.460
H 4.5825 1.1811 -1.9464 -0.002 0.000 0.000 0.447
C -1.0203 3.5878 -1.5703 0.005 -0.055 -0.037 -0.823
H -0.1068 5.1389 1.3066 0.001 0.013 -0.017 0.449
H 2.4337 -1.8426 2.5737 -0.003 0.008 -0.006 0.229
C -1.4376 -4.4242 -0.5095 -0.083 0.038 -0.041 -0.675
C -0.7621 -3.5040 0.2548 -0.030 0.027 -0.010 -0.335
C 1.5753 -0.3202 -1.7004 -0.006 0.009 -0.020 0.026
N -1.5598 -0.1092 -1.5153 -0.071 0.056 0.018 -0.069
H -1.4499 -5.4910 -0.3625 0.018 0.002 0.025 0.461
N 1.6791 -2.0540 3.2080 -0.012 0.023 0.022 -0.281
H 3.1001 -0.4098 -3.1806 -0.011 -0.006 0.000 0.476
H -2.7241 -1.1151 -2.9168 0.002 0.017 -0.005 0.528
H -2.4899 1.4238 -2.6445 -0.082 -0.033 0.108 0.709
H -0.4821 5.6011 -1.1059 -0.001 0.003 0.007 0.436
C -0.5987 3.0661 1.1177 -0.037 -0.050 -0.045 -0.500
H -0.7564 1.2366 -2.8664 -0.080 0.007 -0.067 0.371
H 0.9075 -1.0109 -2.1952 -0.006 0.002 0.014 0.449
H -0.8672 -2.9111 3.9058 -0.009 0.001 0.013 0.346
C -2.1332 -3.7141 -1.5183 0.061 -0.078 0.016 -0.854
C 3.1878 1.4044 -0.3278 -0.020 -0.006 0.004 -1.036
C -1.5561 1.2203 -2.1179 0.140 0.009 -0.056 -1.086
C -1.2240 2.2912 -1.1044 -0.110 0.061 -0.158 1.098